{
  "formula": "C3H6N4O",
  "method": "ωB97M-V/def2-TZVPD",
  "elements": ["H", "N", "C", "N", "C", "N", "H", "C", "N", "O", "H", "H", "H", "H"],
  "coordinates": [[-1.044, 3.144, 0.236], [-0.911, 1.944, 0.643], [0.319, 1.915, 0.882], [1.064, 0.595, 0.891], [0.768, -0.469, -0.093], [1.788, -1.147, -0.466], [1.315, -1.992, -0.984], [-0.522, -0.878, -0.569], [-1.726, -0.344, -0.017], [-0.446, -1.877, -1.323], [0.874, 2.854, 1.166], [1.846, 0.367, 1.728], [-2.501, -0.819, -0.287], [-1.823, 0.721, 0.045]],
  "orbital_gap_ev": 9.63,
  "homo_energy_ev": -9.553,
  "multiplicity": 1,
  "smiles": "[H]/N=C/N/C(=N/[H])C(N)=O",
  "de_lowest_ev": 3.712
}